Record 1
Computed, not measured: a molecular structure, CH4FNS2, with wB97M-V/def2-TZVPD.

As for the gap between HOMO and LUMO: 8.53 eV. The LUMO energy comes out at -0.036 hartree. As for the HOMO energy: -9.50 eV. The energy above the lowest of the compared OMol25 structures with the same formula, charge and spin is 1.629 eV. The largest force on an atom is 3.46 eV Å⁻¹.

Geometry as XYZ:
```
9
CH4FNS2 | OMol25 | wB97M-V/def2-TZVPD
S 0.1378 -2.2606 0.8986
S -0.8381 0.2574 2.0002
F -1.5618 -2.7787 -0.2264
N 0.0841 -0.6777 0.7919
C 0.2990 -0.0347 -0.4455
H 1.2564 0.3227 -0.4847
H 0.0187 1.2784 1.9842
H -0.5562 0.6874 -0.4758
H 0.1996 -0.5830 -1.3600
```

Record 2
Computed, not measured: 7 unconnected molecules or ions with the total composition C9H29INO6, with wB97M-V/def2-TZVPD.

Its net charge is -1. As for the gap between HOMO and LUMO: 8.40 eV. The LUMO energy comes out at 0.102 hartree. As for the HOMO energy: -5.63 eV. The energy above the lowest of the compared OMol25 structures with the same formula, charge and spin is 0.406 eV. The largest force on an atom is 2.11 eV Å⁻¹.

Geometry as XYZ:
```
46
C9H29INO6 | OMol25 | wB97M-V/def2-TZVPD
I 0.4665 1.2479 2.7739
O -2.5320 1.0088 4.7900
O -1.8019 4.0012 2.3422
O 1.3234 -2.0480 3.7974
O 0.3513 4.0740 5.0504
O 2.6304 -0.9716 0.9470
O -1.0513 0.6800 -0.3841
N -0.1942 -0.2404 -0.9834
C 1.3439 1.4989 -1.6448
C -0.4177 0.8491 -3.2244
C 0.5060 0.2851 -2.1458
C -2.0543 -1.6916 -1.8776
C -0.7628 -1.5873 -1.0413
C 0.2738 -2.5838 -1.6210
C 0.9612 -2.0832 -2.8802
C 1.5672 -0.6947 -2.6778
C -1.0779 -2.0143 0.3824
H 1.8560 -0.8395 0.3776
H 0.9962 -2.7556 -0.8145
H 0.1217 1.3535 -4.0294
H -0.1745 -1.9729 1.0056
H -2.6493 1.8944 5.1498
H -1.5435 -2.9938 0.4886
H -0.1801 -3.5649 -1.7714
H 2.3623 -0.7724 -1.9368
H -2.7229 -2.4799 -1.5291
H -1.7753 1.1015 4.1811
H 1.8936 1.9505 -2.4700
H 1.9974 1.1466 -0.8428
H -1.8630 -1.7626 -2.9481
H -2.6535 -0.7903 -1.6931
H 0.7324 2.2721 -1.1746
H -1.6978 -1.3273 0.9700
H 1.9080 -0.3112 -3.6377
H 0.6196 4.8295 4.5198
H -0.5502 0.9454 0.4090
H -1.0641 1.6202 -2.7955
H 0.3210 -2.0682 -3.7646
H 2.0819 -2.5003 3.4125
H -1.3247 4.8320 2.2572
H -1.1142 0.1221 -3.6527
H 0.4101 3.3125 4.4373
H 1.7707 -2.8054 -3.0423
H 2.5304 -0.2811 1.6222
H -1.1027 3.3151 2.3569
H 1.2828 -1.2003 3.3119
```

Record 3
Computed, not measured: a molecular structure, C12H26F6GeN3O4S2V, with wB97M-V/def2-TZVPD.

Its net charge is -1. As for the gap between HOMO and LUMO (spin up / spin down): 5.07 / 5.70 eV. The LUMO energy (spin up / spin down) comes out at 0.089 / 0.089 hartree. As for the HOMO energy (spin up / spin down): -2.65 / -3.29 eV. The energy above the lowest of the compared OMol25 structures with the same formula, charge and spin is 0.407 eV. The largest force on an atom is 0.80 eV Å⁻¹. The spin multiplicity is 4.

Geometry as XYZ:
```
55
C12H26F6GeN3O4S2V | OMol25 | wB97M-V/def2-TZVPD
Ge 0.4429 0.0148 2.9880
V 0.1869 -0.0859 -0.4008
S -3.8976 0.9130 -0.7698
S -1.2402 1.8500 -0.8475
F -0.0519 3.9346 -1.9566
F -5.2626 -0.8962 0.5227
F -4.2038 0.4818 1.8175
F -1.4973 4.4766 -0.4401
F -2.1684 3.8122 -2.3885
F -3.1219 -1.0825 0.7776
O -3.5806 0.0347 -1.8596
O -0.1597 2.0075 0.1490
O -0.8326 1.2356 -2.1297
O -5.1260 1.6467 -0.7998
N 2.1738 0.0965 -1.3331
N 0.0724 -1.9415 -1.7114
N -2.7203 1.8576 -0.3231
C 0.1767 -3.1758 -0.9305
C 1.2294 -1.7876 -2.6049
C -1.2703 0.6126 3.7786
C -1.1690 -1.9654 -2.4949
C 2.2289 1.1196 -2.3869
C 1.5724 1.6449 2.8919
C -4.1189 -0.2097 0.6813
C 3.1621 0.4391 -0.2963
C 0.2831 -0.9164 1.3219
C -1.2518 3.6166 -1.4333
C 2.4422 -1.2472 -1.8699
C 1.2986 -1.0889 4.4126
H -1.1579 -2.7914 -3.2213
H -1.9620 -0.2283 3.8565
H 2.3177 -1.3588 4.1247
H 1.9996 2.0897 -1.9486
H 1.0697 -3.1572 -0.3106
H 2.6209 1.3901 2.7173
H 1.4817 -2.7457 -3.0825
H 1.2203 2.2914 2.0867
H 3.2285 1.1505 -2.8406
H 1.4820 0.9312 -3.1541
H 0.7329 -2.0128 4.5563
H -1.1308 1.0423 4.7746
H -1.3042 -1.0175 -3.0103
H 3.3165 -1.2334 -2.5367
H 1.3372 -0.5586 5.3682
H 0.0551 -1.9777 1.4934
H 0.9425 -1.0995 -3.4019
H -0.6794 -3.2418 -0.2633
H 2.8991 1.4021 0.1391
H 4.1705 0.5001 -0.7310
H -2.0142 -2.0874 -1.8218
H -1.7300 1.3629 3.1315
H 1.5189 2.2033 3.8302
H 2.6740 -1.8910 -1.0206
H 0.1944 -4.0537 -1.5937
H 3.1205 -0.3063 0.4940
```

- Which value of largest force on an atom does entry 1 give?
  3.46 eV Å⁻¹

- Look up the largest force on an atom of the second one.
  2.11 eV Å⁻¹